Entry 1:
This record from the OMol25 dataset describes one molecule with the formula C4H8O3. The level of theory is wB97M-V/def2-TZVPD.

Positions of all 15 atoms, in Å:
1 H 2.92014 0.90792 0.65991
2 H -0.60316 1.80543 -0.51182
3 O 0.37955 -1.76574 -0.01989
4 H -2.31600 1.43016 -0.83686
5 H -1.03641 0.56204 -1.70988
6 C 0.11504 -0.64428 0.35227
7 C 2.37130 0.01619 0.35730
8 H 2.44840 -0.12540 -0.72446
9 C -1.31329 1.00757 -0.74734
10 C -1.28742 -0.06594 0.34523
11 H -1.48502 0.39700 1.32063
12 O 1.01278 0.27698 0.70887
13 O -2.22970 -1.07685 0.11571
14 H -1.73204 -1.85679 -0.17744
15 H 2.75583 -0.86830 0.86776

Results
* SMILES string: COC(=O)[C@@H](C)O
* total energy: -382.93605 hartree
* E_LUMO: 0.80 eV
* HOMO energy: -10.532 eV
* energy above the lowest of the compared OMol25 structures with the same formula, charge and spin: 75.5 kJ/mol

Entry 2:
This record from the OMol25 dataset describes one molecule with the formula C6H12N2 in a non-equilibrium geometry. The level of theory is wB97M-V/def2-TZVPD.

Positions of all 20 atoms, in Å:
1 C -1.57799 1.56372 -0.10231
2 H 1.29050 1.65428 -0.15368
3 H -0.13815 -2.21107 0.90395
4 H -2.26437 1.78836 -0.92494
5 H 3.40342 0.48482 0.61897
6 H 1.01306 -1.49902 1.78181
7 H -1.76007 -1.88250 -0.51851
8 C -1.04250 0.15807 -0.25977
9 H -0.79141 2.32048 -0.12814
10 C 2.84096 0.13948 -0.25567
11 N 0.63352 -1.55859 0.84206
12 H -2.51751 -0.99845 0.81868
13 C 0.33813 -0.25418 0.31499
14 H -2.12750 1.67043 0.83778
15 H -2.95158 -0.61910 -0.85413
16 H 3.31455 0.58281 -1.13771
17 N 0.10275 -0.06966 -1.11325
18 C -2.12361 -0.90446 -0.19810
19 H 2.93245 -0.94701 -0.31549
20 C 1.42536 0.58159 -0.15654

Results
* SMILES string: C[C@H]1N2C(C)(C)[C@]12N
* total energy: -345.22231 hartree
* E_LUMO: 1.02 eV
* HOMO energy: -8.369 eV
* energy above the lowest of the compared OMol25 structures with the same formula, charge and spin: 277.1 kJ/mol

Entry 3:
This record from the OMol25 dataset describes C36H36ClMnN5O2 as an isolated structure in a non-equilibrium geometry. The level of theory is wB97M-V/def2-TZVPD.

Positions of all 81 atoms, in Å:
1 C 2.09436 -3.19359 1.03832
2 H -4.39724 2.13399 1.51964
3 C 2.09349 0.37184 -3.97492
4 C -0.04729 2.44792 2.21804
5 C 1.53353 -0.17482 -2.81369
6 H 3.06979 0.03428 -4.29917
7 H 4.77003 4.60182 2.09846
8 H -1.62601 -3.94721 1.12817
9 C 2.90283 1.46302 0.78603
10 C -0.63719 2.75220 -4.83362
11 C -2.89636 0.73499 0.79833
12 N -2.23377 -1.51601 0.13801
13 H 6.00710 0.53923 0.04139
14 H 2.30792 4.64337 1.77529
15 C -1.84534 3.09910 -4.27168
16 C -1.99806 -0.79312 2.57866
17 C -1.96217 -0.44868 1.10610
18 C 1.61884 -1.97680 0.54823
19 H 2.55009 -0.72247 2.00426
20 H -4.42560 -1.54052 1.81759
21 C -2.64228 -3.64279 1.39348
22 C -2.81359 1.27130 -0.45041
23 C 0.14097 1.74876 -4.20649
24 H 0.15799 1.43442 2.56685
25 C 2.12771 -0.70408 0.98761
26 Cl -4.68652 1.59942 4.31016
27 C 2.87245 3.74267 1.55013
28 C 5.10603 0.21681 0.57425
29 H 1.63154 -5.26591 0.33380
30 H -4.91449 -1.35410 0.13016
31 C 0.68743 2.69066 0.89859
32 H -1.12724 2.50783 2.06830
33 H -2.49344 -3.82143 -1.29422
34 C -1.63128 1.47559 -2.47448
35 N 2.23488 0.34625 0.27259
36 H 6.16308 -1.44635 1.49639
37 Mn -0.82707 -0.94369 -0.97722
38 O -1.51421 -2.44127 -3.45258
39 H 0.41823 3.67238 0.49600
40 C -2.34692 2.49395 -3.11793
41 H 2.05510 -0.91943 -2.22548
42 C -3.15599 -2.59828 0.37899
43 H 6.04985 -0.00298 2.51877
44 H -2.68198 -0.36785 4.54554
45 H -5.23819 -2.88255 0.99216
46 C 0.67939 -3.52543 -0.64556
47 H -2.44742 3.86896 -4.74491
48 H -3.29209 -4.52851 1.39687
49 H 0.35079 1.91887 0.20014
50 C -3.40621 -3.34076 -0.93444
51 H 2.81485 -3.31206 1.83798
52 H 6.03376 2.54609 1.52878
53 C 5.51475 -0.61595 1.78854
54 O -0.64936 -0.08727 0.81232
55 C -1.24512 -1.86291 -2.49172
56 C -0.35096 1.12015 -3.04098
57 C 1.40458 1.32818 -4.66939
58 C 4.25036 3.72315 1.73162
59 C 4.29793 1.44044 0.93397
60 C -3.72957 1.32232 1.79530
61 C 2.18181 2.63534 1.07325
62 C 1.50359 -4.19574 0.25187
63 H -3.75096 -2.64552 -1.70325
64 C -3.66572 0.88452 3.06512
65 H 1.81488 1.77729 -5.56763
66 H 4.53341 -0.40537 -0.11392
67 N -1.94384 0.78587 -1.36614
68 H -3.38174 2.17232 -0.69154
69 N 0.35486 0.18206 -2.36536
70 H -4.16483 -4.11753 -0.78741
71 H 0.25390 3.16852 2.98547
72 H 0.01138 -3.95465 -1.38029
73 H -0.26957 3.23289 -5.73232
74 C -2.75454 -0.15578 3.48445
75 H -1.26579 -1.53340 2.88122
76 H 4.63607 -1.03320 2.28484
77 C -4.52015 -2.06209 0.86331
78 N 0.73843 -2.18410 -0.47951
79 H -2.62654 -3.23699 2.40564
80 C 4.95289 2.57311 1.41577
81 H -3.31425 2.79927 -2.74056

Results
* total energy: -3428.90598 hartree
* E_LUMO (alpha / beta): 4.58 / 4.58 eV
* HOMO energy (alpha / beta): -0.493 / -0.458 eV
* charge: -2
* 2S+1: 2

Please write out number 1 again, unchanged.
This record from the OMol25 dataset describes one molecule with the formula C4H8O3. The level of theory is wB97M-V/def2-TZVPD.

Positions of all 15 atoms, in Å:
1 H 2.92014 0.90792 0.65991
2 H -0.60316 1.80543 -0.51182
3 O 0.37955 -1.76574 -0.01989
4 H -2.31600 1.43016 -0.83686
5 H -1.03641 0.56204 -1.70988
6 C 0.11504 -0.64428 0.35227
7 C 2.37130 0.01619 0.35730
8 H 2.44840 -0.12540 -0.72446
9 C -1.31329 1.00757 -0.74734
10 C -1.28742 -0.06594 0.34523
11 H -1.48502 0.39700 1.32063
12 O 1.01278 0.27698 0.70887
13 O -2.22970 -1.07685 0.11571
14 H -1.73204 -1.85679 -0.17744
15 H 2.75583 -0.86830 0.86776

Results
* SMILES string: COC(=O)[C@@H](C)O
* total energy: -382.93605 hartree
* E_LUMO: 0.80 eV
* HOMO energy: -10.532 eV
* energy above the lowest of the compared OMol25 structures with the same formula, charge and spin: 75.5 kJ/mol

What is the total energy in the first record? -382.93605 hartree